An isolated molecule of C20H35NOS, computed with the ωB97M-V functional and the def2-TZVPD basis.

Atoms and positions in Å:
C  5.1880  -5.7755  3.6239
C  4.6396  -4.4937  3.0091
C  3.2925  -4.1043  3.6130
C  2.7377  -2.8183  3.0050
C  1.3903  -2.4366  3.6146
C  0.8511  -1.1012  3.1045
C  0.4766  -1.1222  1.6246
C  -0.2658  0.1516  1.2171
N  -1.4980  0.2626  1.9687
H  -2.1361  -0.4858  1.7233
C  -2.1859  1.5343  1.9973
C  -2.9624  1.6359  3.3118
H  -3.6469  0.7960  3.4007
H  -3.5365  2.5578  3.3391
H  -2.2732  1.6115  4.1507
C  -3.1683  1.7721  0.8092
C  -2.4721  1.5960  -0.5179
C  -2.7554  0.5026  -1.3290
C  -2.0725  0.3036  -2.5116
C  -1.0969  1.2082  -2.9170
C  -0.8390  2.3281  -2.1377
C  -1.5167  2.5103  -0.9477
H  -1.2826  3.3789  -0.3465
H  -0.1107  3.0611  -2.4486
S  -0.2736  0.8799  -4.4483
C  1.4369  1.5191  -4.1670
C  2.0772  0.7995  -2.9930
H  2.1326  -0.2681  -3.1953
H  1.5036  0.9481  -2.0797
H  3.0858  1.1768  -2.8326
C  2.2059  1.2980  -5.4596
H  1.7131  1.7999  -6.2890
H  2.2635  0.2356  -5.6859
H  3.2162  1.6906  -5.3625
H  1.3527  2.5903  -3.9695
H  -2.2839  -0.5542  -3.1315
H  -3.5079  -0.2095  -1.0222
O  -3.7996  3.0305  0.9185
H  -3.1363  3.7195  0.8002
H  -3.9858  1.0463  0.8902
H  -1.4227  2.3226  1.9734
H  0.3505  1.0218  1.4624
H  -0.4159  0.1417  0.1248
H  -0.1650  -1.9834  1.4253
H  1.3693  -1.2161  1.0048
H  1.5959  -0.3209  3.2756
H  -0.0444  -0.8365  3.6687
H  0.6629  -3.2239  3.4034
H  1.5025  -2.3760  4.7000
H  2.6298  -2.9530  1.9273
H  3.4498  -2.0058  3.1690
H  2.5784  -4.9158  3.4528
H  3.4064  -3.9744  4.6920
H  4.5260  -4.6282  1.9308
H  5.3532  -3.6816  3.1669
H  6.1466  -6.0351  3.1804
H  5.3273  -5.6545  4.6961
H  4.4991  -6.6015  3.4605

Summary:
largest force on an atom = 0.7 eV Å⁻¹
SMILES = CCCCCCCCN[C@H](C)[C@@H](O)c1ccc(SC(C)C)cc1
energy above the lowest of the compared OMol25 structures with the same formula, charge and spin = 0.2742 eV
total charge = 0
multiplicity = 1